Record 1
This record from the Open Molecules 2025 dataset describes 7 unconnected molecules or ions with the total composition C48H73Br2F18IN2O14. The level of theory is the ωB97M-V functional and the def2-TZVPD basis.

Calculated values
Charge   0
F_max   8.48 eV/Å
SMILES string   CCC[C@@H](C)[C@@]1(/C(Br)=C(/C)Br)[C@@](CCN)(CCC(C)C)OC(=O)[C@]1(CCCI)NCC.CCOC(=O)C(F)(F)F.CCOC(=O)C(F)(F)F.CCOC(=O)C(F)(F)F.CCOC(=O)C(F)(F)F.CCOC(=O)C(F)(F)F.CCOC(=O)C(F)(F)F

```
158
Properties=species:S:1:pos:R:3:forces:R:3
C -0.0567 6.2922 5.4997 0.420 0.702 0.306
C 0.6556 6.2032 3.9937 -0.871 -0.352 1.114
C 1.0656 4.6114 3.6825 0.199 1.939 -0.779
C -0.1073 4.0141 2.7344 -0.405 0.495 -0.644
C 0.2424 4.4368 1.1955 -0.521 1.017 -0.731
C -0.5489 2.4477 2.9798 -2.304 -0.124 0.160
C -1.1013 2.5556 4.5062 3.085 -2.357 4.541
Br -2.8969 3.4247 5.0042 2.021 -0.866 -0.970
C -0.3996 2.1314 5.7687 -3.313 1.563 -2.326
C -1.0669 2.2940 7.2963 0.969 0.566 -0.233
Br 1.4334 1.3896 5.7622 -1.598 0.587 -0.053
C -1.8922 1.9680 2.0861 -1.498 0.492 -1.373
C -2.8526 0.7953 2.7037 0.026 -0.441 1.901
C -3.4355 -0.3293 1.7038 -0.766 -1.544 0.572
N -4.9492 -0.4788 1.9664 0.894 -0.082 -0.372
C -2.9365 3.0996 1.5374 -1.561 0.856 -0.547
C -3.5927 2.7670 0.0392 -0.545 1.574 -0.153
C -4.7655 3.9109 -0.3101 -0.135 -0.563 -0.452
C -6.0996 3.7693 0.6521 0.064 -0.493 -1.599
C -4.1717 5.4334 -0.4326 -0.641 -0.285 0.305
O -1.3526 1.4712 0.7764 3.580 -0.762 0.213
C 0.0621 1.1353 0.8051 0.158 0.193 -2.607
O 0.8194 0.8970 -0.2576 -5.054 1.443 6.650
C 0.4233 1.2215 2.4376 3.002 0.616 -1.974
C 2.0256 1.6842 2.2689 1.063 0.144 0.029
C 3.0520 0.4372 1.9942 1.389 0.096 -0.098
C 4.5896 1.0905 1.9247 -1.924 1.513 0.912
I 6.0067 -0.2801 0.9478 -0.730 0.780 0.715
N 0.2366 -0.1634 2.9899 0.209 0.166 -0.916
C 0.1314 -1.2737 1.9855 0.752 -3.043 0.346
C 0.2079 -2.6759 2.9081 -0.313 0.688 0.145
H 0.1854 5.3717 6.1808 -0.356 1.597 -1.411
H 0.4039 7.2399 6.0593 -1.282 -2.021 -1.176
H -1.2236 6.3962 5.4524 2.287 -0.165 0.018
H -0.1681 6.6035 3.2294 2.109 -0.843 1.426
H 1.5890 6.9090 4.0211 -1.787 -1.460 -0.296
H 1.2172 4.1208 4.7251 -0.193 0.583 -2.160
H 2.0658 4.6887 3.0353 -2.040 -0.616 1.638
H -1.0894 4.6400 3.0108 2.071 -1.609 -0.539
H -0.3727 3.8552 0.3678 1.327 1.043 1.855
H -0.0894 5.5777 1.0777 0.772 -2.410 0.237
H 1.3876 4.4189 0.9183 -2.310 -0.208 0.719
H -2.1131 1.7622 7.3790 2.240 1.060 -0.296
H -0.3092 1.9065 8.1302 -1.687 0.589 -2.096
H -1.1871 3.4540 7.5105 0.067 -2.432 -0.576
H -3.8029 1.2750 3.2481 2.196 -0.855 -1.470
H -2.2946 0.2152 3.5869 -0.935 1.347 -2.039
H -3.3264 -0.1747 0.5605 0.254 -0.061 2.182
H -2.9804 -1.3836 2.0300 -0.462 2.360 -1.064
H -5.4497 -0.7720 1.0993 0.657 -0.012 1.326
H -5.1195 -1.1238 2.7704 0.091 0.678 -1.350
H -3.8891 3.2020 2.2507 2.367 -0.378 -1.386
H -2.5188 4.1852 1.4317 -0.409 -2.106 0.313
H -2.7966 2.9084 -0.8388 -1.621 -0.735 2.088
H -4.1605 1.7471 -0.0050 1.412 1.786 0.097
H -5.1364 3.6143 -1.4057 0.791 0.593 2.315
H -6.3836 2.6097 0.6341 0.613 2.539 0.463
H -6.9807 4.3055 0.0566 1.804 -0.902 1.665
H -5.9496 4.1911 1.7345 -0.397 -0.863 -2.148
H -4.2574 6.0304 0.5972 0.486 -1.409 -2.185
H -4.8280 6.0270 -1.1986 1.344 -1.078 1.370
H -3.0717 5.3525 -0.8249 -2.030 0.444 0.832
H 2.4425 2.2622 3.1924 -0.993 -1.134 -1.492
H 2.1688 2.4301 1.3466 -0.629 -1.749 2.020
H 3.0918 -0.3660 2.8594 -0.303 1.636 -1.692
H 2.8964 -0.1147 0.9739 -0.058 1.213 2.017
H 4.9160 1.4091 3.0247 -0.340 -0.966 -2.509
H 4.5378 2.0807 1.2859 0.302 -2.161 1.145
H 1.0022 -0.4795 3.6243 -0.797 1.066 -0.602
H -0.8876 -1.3781 1.4234 2.034 0.887 0.903
H 1.0808 -1.3909 1.2697 -2.343 0.663 1.161
H 1.3216 -2.9773 3.1047 -2.088 0.461 -0.500
H -0.2549 -2.3816 3.9571 0.699 -0.916 -2.146
H -0.3918 -3.5668 2.3870 1.439 2.022 1.283
C -1.5014 -6.4547 -3.0000 -0.289 0.270 -0.055
C -1.2088 -6.8491 -1.5638 0.244 -0.602 -0.689
O -1.6169 -5.8091 -0.6607 -1.879 0.470 1.067
C -2.9478 -5.7839 -0.3337 0.662 -2.385 -1.993
O -3.7756 -6.5813 -0.7627 1.967 2.185 0.954
C -3.2318 -4.6615 0.6664 -0.511 2.093 1.466
F -2.6236 -3.4861 0.3284 -0.405 -1.290 -0.035
F -2.7917 -4.9693 1.9190 -0.219 -0.187 -1.137
F -4.5593 -4.3781 0.7875 1.198 -0.666 -0.435
H -1.0407 -5.4897 -3.2352 0.075 -0.196 0.045
H -1.1196 -7.2084 -3.6937 -0.017 0.074 0.130
H -2.5771 -6.3423 -3.1677 0.141 -0.146 0.036
H -0.1304 -6.9781 -1.4324 -0.211 0.280 0.252
H -1.6827 -7.8020 -1.3014 -0.096 0.321 0.051
C 7.5625 -1.6097 -2.5408 0.201 -0.325 -0.198
C 6.5152 -0.8778 -3.3600 -0.087 0.040 0.916
O 6.7817 -1.0200 -4.7645 -0.525 -1.381 -1.455
C 6.3526 -2.1859 -5.3435 -0.889 -0.173 3.044
O 5.7722 -3.0808 -4.7372 1.308 1.756 -1.908
C 6.6581 -2.1828 -6.8426 0.802 -0.156 -2.436
F 7.9208 -1.7442 -7.1237 -1.104 -0.351 0.672
F 5.8116 -1.3696 -7.5352 0.394 -0.527 0.912
F 6.5521 -3.4168 -7.4112 0.080 1.207 1.081
H 8.5681 -1.2735 -2.8134 -0.161 0.095 0.096
H 7.4083 -1.4370 -1.4724 -0.007 0.024 -0.187
H 7.5269 -2.6878 -2.7263 -0.114 0.145 0.082
H 6.5577 0.1922 -3.1359 0.038 -0.134 -0.378
H 5.5018 -1.2187 -3.1186 0.218 -0.077 -0.226
C 4.4002 -5.0731 -8.3650 -0.045 -0.445 -0.137
C 3.4573 -4.1399 -9.1024 0.157 0.140 0.907
O 3.3398 -4.5257 -10.4812 -1.234 -1.298 -1.082
C 2.4642 -5.5459 -10.7481 -0.168 0.494 3.139
O 1.8007 -6.1230 -9.8926 1.311 0.999 -2.386
C 2.4040 -5.8195 -12.2521 -0.006 -0.707 -2.463
F 3.6400 -5.8556 -12.8326 -0.930 0.104 0.893
F 1.7005 -4.8610 -12.9185 0.469 -0.531 0.928
F 1.8102 -7.0082 -12.5549 0.519 1.150 0.811
H 5.3695 -5.1199 -8.8719 -0.128 0.141 0.116
H 4.5537 -4.7350 -7.3368 -0.076 -0.037 -0.184
H 4.0059 -6.0938 -8.3390 -0.070 0.177 0.048
H 3.8646 -3.1245 -9.0908 -0.114 -0.166 -0.346
H 2.4723 -4.0986 -8.6233 0.135 -0.133 -0.263
C 2.7343 1.3440 -9.8456 -0.193 -0.270 -0.198
C 2.4349 1.4796 -8.3638 0.751 0.239 -0.281
O 1.1004 1.0331 -8.0747 -0.773 -1.805 0.474
C 0.9353 -0.3206 -7.9368 3.005 0.444 -0.538
O 1.8439 -1.1378 -8.0453 -2.393 1.444 0.335
C -0.5170 -0.6494 -7.5857 -2.563 -0.677 0.408
F -1.4147 0.0399 -8.3506 1.169 -0.445 0.481
F -0.8113 -0.3456 -6.2901 0.713 -0.102 -1.000
F -0.8192 -1.9686 -7.7462 0.834 1.268 0.027
H 1.9785 1.8673 -10.4401 0.148 0.058 0.137
H 3.7188 1.7568 -10.0808 -0.114 -0.026 0.078
H 2.7144 0.2953 -10.1585 0.108 0.127 0.113
H 2.4861 2.5337 -8.0754 -0.354 -0.217 0.076
H 3.1677 0.9410 -7.7520 -0.294 -0.089 -0.114
C -6.3052 -7.2370 0.5691 -0.177 -0.207 0.061
C -6.6047 -7.1014 2.0509 0.707 0.201 -0.440
O -7.9392 -7.5479 2.3400 -0.878 -1.826 0.588
C -8.1042 -8.9016 2.4780 3.081 0.446 -0.564
O -7.1957 -9.7188 2.3694 -2.461 1.474 0.362
C -9.5565 -9.2304 2.8290 -2.466 -0.690 0.342
F -10.4542 -8.5411 2.0642 1.129 -0.437 0.483
F -9.8508 -8.9266 4.1247 0.679 -0.094 -0.953
F -9.8587 -10.5496 2.6685 0.804 1.272 0.037
H -7.0611 -6.7137 -0.0254 0.116 0.078 0.131
H -5.3207 -6.8242 0.3339 -0.629 -0.208 0.201
H -6.3251 -8.2857 0.2562 0.099 0.104 0.120
H -6.5535 -6.0473 2.3393 -0.353 -0.196 0.074
H -5.8718 -7.6400 2.6627 -0.299 -0.099 -0.100
C 4.2764 8.4030 11.1715 0.183 -0.304 -0.166
C 3.2291 9.1350 10.3522 -0.058 0.021 0.830
O 3.4956 8.9928 8.9477 -0.528 -1.327 -1.371
C 3.0665 7.8268 8.3688 -0.918 -0.246 3.007
O 2.4861 6.9320 8.9750 1.325 1.794 -1.881
C 3.3720 7.8299 6.8697 0.738 -0.207 -2.485
F 4.6347 8.2685 6.5885 -1.093 -0.353 0.678
F 2.5255 8.6431 6.1770 0.455 -0.505 0.937
F 3.2659 6.5959 6.3010 -0.046 1.066 1.039
H 5.2820 8.7393 10.8988 -0.168 0.092 0.092
H 4.1222 8.5758 12.2398 -0.016 0.022 -0.139
H 4.2408 7.3249 10.9860 -0.114 0.153 0.083
H 3.2716 10.2050 10.5764 0.045 -0.128 -0.400
H 2.2157 8.7941 10.5936 0.217 -0.089 -0.242
```
Forces are in eV/Å.

Record 2
This record from the Open Molecules 2025 dataset describes a molecular structure, C48H74As3F18N10O4. The level of theory is the ωB97M-V functional and the def2-TZVPD basis.

Calculated values
Energy relative to the best compared isomer or geometry (same formula, charge and spin)   0.0 kcal/mol
Charge   +7
F_max   3.03 eV/Å

```
157
Properties=species:S:1:pos:R:3:forces:R:3
C 2.8956 0.2531 6.1801 -0.489 1.367 -0.310
C 3.7288 1.2449 5.3934 0.427 -1.147 1.387
O 4.6872 1.7956 5.7920 0.330 0.773 -0.232
N 3.4014 1.3792 3.9325 -0.893 -1.028 -0.975
H 2.4296 1.0951 3.7606 -0.091 0.148 0.016
H 3.4541 2.3387 3.5915 0.368 0.097 0.311
C 4.2999 0.4300 3.1228 -0.208 0.835 0.990
H 3.2420 0.2177 7.2093 0.491 -0.246 -0.195
H 2.8337 -0.7104 5.6809 -0.030 0.114 0.145
H 1.9056 0.7152 6.2661 -0.224 -0.374 -0.287
H 4.0586 -0.5748 3.4573 0.052 -0.037 -0.170
H 5.3016 0.7053 3.4427 0.182 -0.210 -0.419
H 4.0955 0.5635 2.0666 0.039 -0.030 0.013
C -4.2757 -3.9751 1.4567 -0.538 0.625 -0.590
C -3.5364 -2.6695 1.4426 -0.328 -1.256 0.198
O -2.5845 -2.4361 0.7867 -0.013 0.768 0.146
N -4.0715 -1.5516 2.3654 -0.084 1.049 0.362
H -4.8480 -1.0790 1.8892 0.109 -0.162 -0.377
H -4.5545 -1.8143 3.2332 0.508 -0.835 0.025
C -3.0390 -0.4754 2.6503 -0.261 0.282 0.032
H -4.1281 -4.3890 0.4602 0.331 -0.353 0.217
H -5.3590 -3.8597 1.5298 0.039 0.081 0.511
H -3.8937 -4.6343 2.2363 -0.051 -0.035 0.003
H -3.4495 0.2035 3.3961 -0.117 -0.059 -0.047
H -2.8799 0.0449 1.7118 0.339 -0.045 0.139
H -2.1135 -0.8838 3.0469 -0.071 -0.234 -0.253
C 3.4497 3.7680 0.5726 -0.687 -0.762 -0.455
C 2.9689 5.0944 0.0793 1.273 0.236 0.483
O 3.5014 5.7149 -0.7638 -0.582 0.546 -0.332
N 1.7223 5.6626 0.7772 -0.006 0.240 1.499
H 1.5831 5.1213 1.6434 -0.409 -0.591 -0.222
H 1.9331 6.5612 1.2327 0.184 0.418 -0.879
C 0.4505 5.6896 -0.0114 0.462 -1.153 -0.556
H 3.5577 3.2333 -0.3755 -0.214 -0.421 0.197
H 2.7183 3.2748 1.2112 0.066 -0.161 -0.088
H 4.4516 3.6926 0.9934 -0.018 0.872 0.190
H -0.4051 5.6847 0.6574 0.116 0.588 0.126
H 0.4266 4.7232 -0.5206 -0.019 -0.019 -0.026
H 0.4851 6.4487 -0.7858 -0.076 0.342 0.356
C 1.9623 -4.1038 6.2430 0.292 0.449 -0.450
C 1.7762 -3.2658 5.0131 -0.954 -0.237 1.103
O 1.3045 -2.1753 4.9780 0.124 0.073 -0.682
N 2.1714 -3.8982 3.7000 0.084 -0.082 0.672
H 2.4465 -3.1205 3.0862 0.176 -0.373 -0.306
H 2.9954 -4.4907 3.8420 0.020 -0.071 -0.222
C 1.0373 -4.6722 3.0422 0.551 0.753 0.124
H 1.4268 -5.0491 6.1550 0.446 -0.252 -0.051
H 1.5960 -3.5909 7.1283 -0.098 0.208 -0.179
H 3.0481 -4.1960 6.3483 -0.054 -0.662 0.184
H 0.4191 -3.8576 2.6726 -0.298 -0.400 -0.331
H 0.5000 -5.2861 3.7601 0.217 0.012 0.123
H 1.5111 -5.2645 2.2633 -0.280 0.060 -0.135
C -8.1500 -2.0324 -9.5428 0.029 -0.068 -0.054
N -7.2009 -2.2623 -8.4349 0.643 -0.227 1.351
C -5.8746 -2.2678 -8.6641 -0.328 0.872 -0.485
C -4.9493 -2.3338 -7.6486 0.318 0.185 -0.015
C -5.3549 -2.4615 -6.3237 -1.017 -0.766 -0.346
C -6.7332 -2.4712 -6.0966 -0.551 0.280 -0.227
C -7.6230 -2.3636 -7.1537 0.113 0.614 -0.676
C -4.4121 -2.7598 -5.2291 0.340 0.835 0.571
C -3.4652 -3.7673 -5.3765 -0.624 -0.552 0.058
C -2.5683 -4.0449 -4.3622 -0.030 0.514 -0.138
N -2.5757 -3.3016 -3.2453 0.082 0.798 -0.015
C -3.4877 -2.3105 -3.0651 0.695 -0.149 -0.443
C -4.4074 -2.0068 -4.0407 0.340 -0.281 0.010
C -1.5103 -3.5417 -2.2402 -0.273 -1.015 0.137
H -9.1374 -1.8936 -9.1137 -0.034 -0.002 -0.158
H -8.1281 -2.8997 -10.2007 -0.081 0.065 -0.041
H -7.8190 -1.1353 -10.0617 -0.169 -0.042 -0.118
H -5.5939 -2.0244 -9.6813 0.145 -0.379 -0.053
H -3.9152 -2.1531 -7.9114 0.067 -0.374 -0.009
H -7.2233 -2.4851 -5.1321 0.425 -0.246 0.223
H -8.6838 -2.2063 -7.0157 -0.047 -0.392 0.158
H -3.5490 -4.4109 -6.2425 0.462 0.007 -0.069
H -1.7731 -4.7750 -4.4280 -0.196 -0.201 -0.118
H -3.3378 -1.6963 -2.1895 -0.128 -0.149 0.129
H -5.0278 -1.1371 -3.8775 -0.252 -0.141 -0.166
H -0.5791 -3.7941 -2.7412 -0.045 0.201 -0.119
H -1.8361 -4.4391 -1.7115 0.226 0.121 0.290
H -1.3590 -2.7220 -1.5464 -0.231 0.195 -0.184
C -3.0129 4.0378 -2.1808 -0.377 -0.390 0.105
N -3.7865 4.1179 -0.9072 1.625 0.484 0.391
C -3.3087 3.4105 0.1678 -1.760 -0.039 0.005
C -3.8607 3.6371 1.4097 0.026 -0.358 -0.265
C -4.7421 4.7115 1.6208 -0.327 -0.363 -0.658
C -5.1974 5.4003 0.5091 0.466 -0.099 -0.233
C -4.7234 5.0454 -0.7559 -0.452 1.134 0.726
C -5.2996 5.0012 2.9451 -0.885 -0.120 1.140
C -4.4852 4.9807 4.0653 0.150 0.433 -0.205
C -5.0184 5.2480 5.3199 0.759 0.222 0.001
N -6.3051 5.5459 5.4874 -0.825 -0.894 -0.523
C -7.1452 5.4570 4.4273 -0.026 0.518 -0.130
C -6.6807 5.2187 3.1554 0.879 -0.122 -0.378
C -6.8670 5.8629 6.8416 1.136 -0.137 -0.202
H -3.1774 3.0125 -2.5019 0.326 0.167 -0.626
H -1.9587 4.2565 -2.0241 -0.028 -0.300 0.440
H -3.3234 4.7954 -2.8959 -0.552 -0.273 0.009
H -2.7128 2.5318 -0.0355 0.474 0.302 -0.075
H -3.7168 2.8887 2.1764 0.577 0.366 0.269
H -5.8457 6.2537 0.6562 -0.194 -0.072 -0.390
H -5.0561 5.5972 -1.6249 0.141 -0.121 -0.146
H -3.4161 4.8936 3.9145 0.124 -0.271 0.490
H -4.3821 5.2570 6.1958 -0.062 0.081 0.049
H -8.1973 5.6383 4.5981 0.026 0.036 0.197
H -7.3575 5.1948 2.3129 -0.241 0.002 0.176
H -6.6002 6.9012 7.0309 -0.572 0.114 0.088
H -6.3096 5.2612 7.5571 -0.215 -0.098 0.054
H -7.9201 5.6097 6.8506 -0.041 0.307 0.089
C 2.6040 0.5371 -3.1412 -0.557 -1.227 0.195
N 3.8655 -0.2351 -3.0188 -0.137 -0.339 0.052
C 3.8888 -1.5823 -3.0087 1.202 0.002 -0.583
C 5.1164 -2.2415 -3.0555 -1.420 0.836 0.706
C 6.2889 -1.5041 -3.0105 0.517 -1.908 -0.177
C 6.2563 -0.1138 -3.0245 -0.639 0.168 0.237
C 5.0142 0.4817 -2.9944 -0.300 -0.017 -0.726
C 7.5476 -2.3250 -3.0363 0.932 1.411 -0.256
C 8.6600 -1.7853 -3.6854 0.831 -0.570 -0.924
C 9.8458 -2.4985 -3.7873 -1.031 0.288 0.388
N 9.9761 -3.6901 -3.1667 0.765 0.819 0.598
C 8.9707 -4.1904 -2.4522 -1.401 0.028 -0.412
C 7.7270 -3.5531 -2.4304 -0.250 -0.239 0.315
C 11.3055 -4.3556 -3.1966 -0.069 0.331 -1.142
H 2.3967 1.0600 -2.2087 0.385 0.497 -0.345
H 1.7764 -0.1685 -3.2120 0.169 -0.197 -0.054
H 2.6081 1.0826 -4.0805 0.196 0.467 0.301
H 2.9935 -2.1794 -3.0690 -0.339 0.464 0.211
H 5.0455 -3.3179 -3.0178 0.436 -0.033 -0.140
H 7.1439 0.5003 -3.0611 0.033 -0.018 0.094
H 4.8054 1.5352 -3.1214 0.566 0.140 0.286
H 8.6586 -0.8975 -4.3043 -0.349 0.248 0.339
H 10.6609 -2.0738 -4.3550 0.285 -0.386 0.092
H 9.0629 -5.1527 -1.9693 0.433 0.033 0.013
H 6.8945 -4.0219 -1.9197 0.230 -0.135 0.244
H 11.3873 -4.7142 -4.2247 0.105 -0.764 0.311
H 11.3615 -5.0974 -2.4100 0.103 -0.142 -0.197
H 12.1006 -3.6141 -3.1451 -0.168 0.112 0.571
As -0.1767 3.7555 4.2042 -1.960 -0.571 2.241
F 1.0422 4.0357 2.9696 0.214 -0.164 -0.007
F 0.6508 4.7306 5.3804 -0.074 -0.559 -1.310
F -1.4672 3.5427 5.3847 0.388 -0.155 -0.599
F -1.0893 2.6884 3.1058 0.441 0.630 -0.002
F 0.6023 2.2760 4.7847 0.261 0.856 -0.530
F -1.1145 5.1067 3.5753 0.574 -0.170 -0.294
As 0.7763 0.4020 0.4858 1.557 -0.465 2.093
F 1.4346 1.0136 2.0401 -0.216 0.236 -0.783
F 2.4146 0.1124 -0.0476 -0.396 0.018 -0.147
F 0.1547 -0.3622 -0.9672 0.057 0.719 0.379
F -0.8221 0.7389 1.0624 -0.145 0.038 -0.581
F 0.9448 2.0360 -0.1228 -0.625 -0.504 -0.480
F 0.7810 -1.1225 1.3431 -0.409 -0.070 -0.696
As 4.5665 -4.0973 0.5474 0.975 -0.659 -0.195
F 5.3762 -4.7663 1.9185 -0.396 -0.356 -0.317
F 5.8981 -2.9649 0.3404 -0.662 -0.045 0.096
F 3.8277 -3.3558 -0.8649 -0.473 0.212 0.596
F 3.1253 -5.1309 0.7029 0.913 0.461 -0.008
F 3.7980 -3.0483 1.7206 -0.521 0.973 -0.226
F 5.3582 -5.1765 -0.5381 -0.191 -0.206 0.101
```
Forces are in eV/Å.

| no. | electronic energy (eV) |
| --- | --- |
| 1 | -279694.4664 |
| 2 | -305433.9775 |